[1]
C5H6N2O4Sn | ωB97M-V/def2-TZVPD

Values from the calculation:
- total charge = +2
- frontier orbital gap (spin up / spin down) (eV) = 5.66 / 5.93

Structure (XYZ):
```
18
C5H6N2O4Sn | the OMol25 dataset | ωB97M-V/def2-TZVPD
C 2.5519 1.0999 1.6689
N -1.4448 -1.6993 -0.1448
H 1.1637 -0.9186 1.6543
C -0.4433 -1.0830 0.3300
H 0.1392 -2.3287 1.7063
O 2.9260 1.8032 -2.7231
N 0.3802 -1.4751 1.3360
H -2.0220 -0.2822 -1.6199
C 0.1947 3.2793 0.4515
H -3.3190 -1.1678 -0.8697
Sn 1.1759 1.4592 0.0790
O -0.3033 0.0790 -0.3433
O 3.3284 0.9422 2.5389
O -0.3541 4.3280 0.6663
C -2.3369 -1.2155 -1.2656
H -1.6277 -2.5379 0.2646
H -2.2919 -1.9530 -2.0262
C 2.2829 1.6703 -1.7032
```

=====

[2]
C23H20BrClN7PbS3 | ωB97M-V/def2-TZVPD

Values from the calculation:
- total charge = -1
- frontier orbital gap (eV) = 6.95

Structure (XYZ):
```
56
C23H20BrClN7PbS3 | the OMol25 dataset | ωB97M-V/def2-TZVPD
N 3.9485 -3.1596 3.3159
H -7.5327 3.1654 2.7153
N 2.6486 -3.4358 3.6509
H 0.9443 -3.0345 -1.8523
Br -3.4949 -4.0806 -5.2241
C 5.5156 0.6227 -2.7321
N 2.1138 -2.0865 0.5012
N -2.9584 1.6252 0.6774
C 2.4043 1.0174 -0.7292
H -2.4377 -1.7056 -3.7770
S -2.5851 3.4594 2.4685
Cl -3.4031 0.6256 -2.7512
C 3.8586 -2.6155 2.1412
C -6.5948 2.8368 2.2853
C 3.2082 -0.1243 -3.1123
C 1.8906 -0.2173 -2.6903
H 2.4253 -3.8884 4.5174
H -1.1581 1.1150 -3.2950
C 1.7491 -3.0703 2.7153
H 5.9201 -2.3913 1.7744
C -1.1482 -4.8411 -3.7941
H -7.5323 1.4274 0.9633
C -2.0021 -3.7972 -4.0968
H 4.9190 -2.5618 0.3068
N 2.5499 -2.5196 1.7552
C 0.1040 -3.2859 -2.4920
C -5.4093 1.4138 0.7284
C -1.7172 1.1794 -2.3629
C 4.9776 -2.1249 1.3039
C -2.0149 2.3105 1.2484
C -5.4074 3.4001 2.7222
H 1.1109 -2.2854 0.4873
C 3.7305 1.1239 -1.1222
H 4.4488 1.6605 -0.5134
H -1.3253 -5.8310 -4.1921
C -4.2052 1.9682 1.1613
H 4.9270 -1.0412 1.1862
Pb -0.7916 -0.0876 -0.6644
C 4.1427 0.5399 -2.3189
C -6.5924 1.8517 1.2940
S -0.3421 2.1834 0.8874
C -1.7691 -2.5341 -3.5730
H -5.3881 0.6594 -0.0472
H 0.6292 -5.3561 -2.6957
H -1.8005 2.2189 -2.0569
N 6.6155 0.6843 -3.0656
C -4.2176 2.9611 2.1548
C -0.0680 -4.5756 -2.9679
C 1.4396 0.3305 -1.4815
H 3.5229 -0.5653 -4.0507
H 2.1940 -1.0720 0.4595
H 1.1893 -0.7408 -3.3305
H 2.1225 1.4942 0.2062
H -5.4077 4.1656 3.4880
N -0.7268 -2.2887 -2.7855
S 0.0989 -3.2612 2.6551
```

=====

[3]
C20H23I3N4NiO2S | ωB97M-V/def2-TZVPD

Values from the calculation:
- total charge = +2
- frontier orbital gap (spin up / spin down) (eV) = 5.63 / 5.61

Structure (XYZ):
```
54
C20H23I3N4NiO2S | the OMol25 dataset | ωB97M-V/def2-TZVPD
O -4.7570 -2.6157 -3.9972
C 3.8515 -0.9457 0.3853
C -4.0584 -0.5373 -1.2714
C -4.1504 -1.7018 -3.5080
H -0.9663 4.5491 -4.7351
I 1.1863 -4.4669 0.9117
C 4.4585 -0.1120 -0.5473
C -2.3354 -0.0038 -4.0195
C -2.6716 -0.5244 -1.1123
H -0.1262 4.2082 -3.2316
O -0.1383 1.8569 -0.0790
I 4.9481 -2.2481 1.5663
H -0.1289 4.5720 -0.4387
H -5.8975 0.0005 -0.2903
C 1.4803 3.2381 1.4940
C -0.3416 3.8141 -4.2282
C -1.0281 2.4822 -4.1503
C 3.6677 0.7303 -1.3113
H 0.6754 1.3405 -4.7822
H -2.2772 0.9117 1.8163
N 1.7138 -0.0743 -0.2231
H -5.6677 -1.2708 -2.2802
N -2.9158 -1.2895 -3.9642
C -2.3685 2.3862 -3.7815
C -2.8078 0.5110 0.9643
C -0.3585 1.3013 -4.4604
N -2.0806 -0.0019 -0.0297
H 1.9855 2.3398 1.8440
H 4.1065 1.3831 -2.0522
H -1.8017 4.1482 0.0495
C -0.9955 0.0737 -4.3957
H 1.9537 3.6257 0.5938
H -4.7702 0.9123 1.7118
H -0.4565 -0.8300 -4.6562
C -4.8167 -0.0085 -0.2206
H -2.0203 -0.9223 -1.8762
H 0.6003 3.7435 -4.7695
H 5.5326 -0.1221 -0.6745
C -4.1913 0.5066 0.8947
C -0.7833 4.3162 0.3924
N -4.6912 -1.0311 -2.3899
C 2.4730 -0.8989 0.5138
C 2.2991 0.7306 -1.1220
H 1.6423 1.3727 -1.6928
H 1.4762 3.9848 2.2877
H -0.7717 5.0918 1.1579
H -4.0786 1.1434 -3.4800
H 1.9625 -1.5320 1.2264
H -2.9286 3.2896 -3.5714
I -0.5663 -2.7390 -0.0639
H -2.5168 -1.9747 -4.5913
Ni -0.1885 -0.0124 -0.0555
C -3.0249 1.1681 -3.7164
S -0.2146 2.8030 1.1409
```

=====

[4]
C3H6N2O2 | ωB97M-V/def2-TZVPD

Values from the calculation:
- frontier orbital gap (eV) = 7.89
- SMILES = C/N=C\C(=O)ON

Structure (XYZ):
```
13
C3H6N2O2 | the OMol25 dataset | ωB97M-V/def2-TZVPD
H -2.4248 1.6669 0.0752
H 2.2171 -0.1391 0.0260
H 2.4589 -1.8601 -0.3229
O -0.7638 0.9693 0.9250
H -2.5390 0.1236 0.7017
H 1.6646 -1.3761 1.1787
N 0.5012 -1.2719 -0.5368
C -0.3716 -0.3754 -0.6260
C 1.7709 -1.1383 0.1172
O 0.9674 1.7890 -0.7115
N -2.1478 1.0543 0.8475
C 0.0119 1.1302 -0.6131
H -1.3449 -0.5723 -1.0612
```